[1]
20
Properties=species:S:1:pos:R:3:forces:R:3:mulliken_charge:R:1 method="wB97M-V/def2-TZVPD" lumo_energy_ha=-0.024 charge=0 gap_ev=7.01 e_tot_ha=-3453.25215
C 0.089 -3.276 -1.694 0.4 -1.2 3.0 -0.751
C -0.160 -2.893 -0.413 0.2 -0.7 -3.6 -0.473
C -0.211 -1.529 -0.013 0.2 2.5 1.1 0.741
Cl -0.606 -1.445 1.736 0.0 0.5 -0.7 -0.180
N -0.009 -0.489 -0.741 0.5 -3.8 -0.7 -1.192
N -0.302 0.722 -0.282 2.2 2.1 1.9 0.743
C 0.544 1.594 0.437 -0.1 -0.6 0.7 0.567
C 1.992 1.357 0.656 -0.3 -3.6 -2.6 -1.187
C -0.226 2.591 0.938 -0.9 0.3 -0.2 -0.484
C -1.582 2.402 0.560 1.6 -2.5 -2.2 -0.752
C -1.512 1.225 -0.283 -3.6 3.0 2.2 0.429
Br -2.998 0.304 -0.968 0.2 0.0 -0.1 -0.152
H 0.134 -4.341 -1.882 -0.4 -0.1 -0.1 0.283
H 0.570 -2.697 -2.407 0.2 1.5 -1.3 0.334
H -0.497 -3.617 0.268 -0.3 -0.7 0.9 0.364
H 2.209 0.422 1.267 -0.4 1.2 -0.4 0.219
H 2.279 1.029 -0.427 0.6 0.9 1.9 0.270
H 2.523 2.184 1.054 0.4 0.8 0.0 0.361
H 0.179 3.416 1.487 0.0 0.2 0.2 0.417
H -2.416 3.042 0.709 -0.5 0.2 0.0 0.443


[2]
19
Properties=species:S:1:pos:R:3:forces:R:3:mulliken_charge:R:1 method="wB97M-V/def2-TZVPD" lumo_energy_ha=-0.035 e_above_lowest_ev=0.000 charge=0 gap_ev=7.65 e_tot_ha=-3741.95241
C 0.412 0.403 -1.788 2.3 -1.5 -2.8 -1.332
C 0.043 0.066 -0.422 -0.9 -1.4 2.0 0.864
C 0.948 -0.380 0.508 0.7 0.7 -1.9 -0.564
C 0.573 -0.726 1.863 -1.3 0.7 -0.3 -0.402
C -0.704 -0.946 2.183 0.2 -0.5 0.4 -0.528
C -1.679 -0.997 1.089 -2.7 0.0 -0.1 0.385
Br -1.359 -2.870 0.321 -0.7 0.4 -0.2 -0.047
C -3.249 -0.985 1.576 1.9 -0.7 0.1 0.273
S -3.809 -1.420 3.034 0.5 0.5 -1.2 -0.192
Cl -4.232 -0.519 0.236 -0.8 -0.1 0.3 -0.139
C -1.485 0.036 -0.045 3.9 1.7 3.6 -1.153
H -0.104 -0.174 -2.617 0.4 -0.1 1.2 0.285
H 1.549 0.264 -1.986 -1.8 0.0 0.5 0.292
H 0.244 1.367 -2.184 -0.5 1.7 0.4 0.347
H 2.022 -0.495 0.152 -1.4 0.3 0.7 0.205
H 1.193 -0.731 2.710 1.5 -0.1 0.4 0.458
H -0.915 -1.362 3.182 -0.4 0.5 -0.7 0.242
H -1.732 1.087 0.364 0.3 -1.4 -0.2 0.359
H -2.132 -0.062 -0.819 -1.4 -0.8 -2.5 0.646


[3]
25
Properties=species:S:1:pos:R:3:forces:R:3:lowdin_spin:R:1 method="wB97M-V/def2-TZVPD" lumo_energy_ha="-0.564 / -0.676" e_above_lowest_ev=0.661 charge=+4 gap_ev="10.05 / 6.88" spin_multiplicity=6 e_tot_ha=-4751.94310
Fe 0.121 0.289 -4.166 -2.4 0.0 3.9 3.597
Ga 0.578 0.818 -0.955 -1.2 0.8 -0.6 0.016
Cl 0.428 -0.997 -2.335 0.6 0.2 1.1 0.084
Cl -0.687 2.300 -1.970 0.9 -0.8 0.1 0.048
C 2.035 2.129 -0.133 2.3 5.2 2.0 0.001
C 0.622 -1.011 -5.338 3.4 -9.4 -3.3 0.060
C 0.377 1.847 -5.104 4.8 7.0 -6.7 0.063
O 2.453 3.105 0.322 -1.9 -5.0 -2.2 0.001
O 1.035 -2.088 -5.492 -2.1 5.6 0.2 0.045
O 1.036 2.442 -5.862 -3.9 -2.9 4.2 0.088
C 0.890 -1.774 3.740 0.3 0.3 -0.4 0.031
C 0.209 -0.997 2.678 3.6 -0.7 0.5 0.131
C -1.134 -0.732 2.434 -2.1 -0.7 1.4 0.460
C -1.242 -0.021 1.238 0.8 1.5 -2.7 0.136
N 0.013 0.150 0.764 -1.7 0.1 0.3 0.087
N 0.873 -0.417 1.678 0.0 -1.0 1.4 0.069
C -2.448 0.477 0.560 0.1 0.1 -0.3 0.025
H 0.703 -1.338 4.729 -0.2 0.0 0.1 0.013
H 0.522 -2.808 3.784 -0.3 0.0 0.0 0.012
H 1.974 -1.816 3.577 -0.2 0.1 0.0 0.000
H -1.953 -1.024 3.057 -0.4 -0.2 0.4 0.013
H 1.887 -0.359 1.608 -0.1 -0.1 0.0 0.000
H -3.098 -0.376 0.289 0.0 0.3 0.2 0.010
H -3.005 1.147 1.240 0.0 -0.3 -0.1 0.010
H -2.189 1.053 -0.343 -0.3 -0.3 0.4 0.000


[4]
25
Properties=species:S:1:pos:R:3:forces:R:3:lowdin_spin:R:1 method="wB97M-V/def2-TZVPD" lumo_energy_ha="-0.546 / -0.666" e_above_lowest_ev=0.000 charge=+4 gap_ev="10.21 / 6.80" spin_multiplicity=6 e_tot_ha=-4751.96740
Fe -0.324 -1.871 -3.146 0.1 2.3 1.7 3.722
Ga 0.229 -0.096 0.187 1.2 -1.1 -0.2 0.013
Cl -0.517 0.036 -2.000 -0.2 0.9 0.8 0.075
Cl 1.511 -1.812 0.309 -0.9 0.7 0.0 0.005
C -1.339 -0.120 1.624 -3.6 -0.6 4.9 0.002
C -0.521 -1.847 -4.994 -4.6 2.8 -9.0 0.050
C -0.038 -3.616 -2.569 -2.1 -9.0 5.0 0.051
O -2.032 -0.215 2.543 3.4 0.5 -4.8 0.000
O -1.145 -1.463 -5.909 3.9 -2.6 5.0 0.038
O -0.398 -4.557 -1.972 2.5 5.1 -3.6 0.047
C 0.389 5.180 1.205 -0.3 -0.4 -0.1 0.036
C 0.957 3.854 0.894 -3.5 1.2 0.5 0.135
C 2.286 3.462 0.762 2.2 1.3 0.3 0.460
C 2.307 2.095 0.483 -1.0 -3.2 -0.7 0.129
N 1.020 1.667 0.467 1.6 -0.3 -0.2 0.087
N 0.224 2.758 0.711 0.0 1.7 0.2 0.062
C 3.456 1.226 0.210 0.0 -0.4 0.2 0.026
H 0.771 5.536 2.175 0.1 -0.1 0.0 0.015
H 0.735 5.930 0.485 0.2 0.0 -0.1 0.013
H -0.708 5.178 1.216 0.3 0.0 0.1 0.000
H 3.151 4.095 0.892 0.2 0.2 0.0 0.012
H -0.793 2.707 0.655 0.2 0.2 0.1 0.000
H 4.008 1.587 -0.669 0.0 0.0 0.1 0.010
H 4.168 1.261 1.044 0.1 0.2 0.1 0.010
H 3.169 0.175 0.084 0.1 0.4 -0.1 0.000


[5]
23
Properties=species:S:1:pos:R:3:forces:R:3:lowdin_spin:R:1 method="wB97M-V/def2-TZVPD" lumo_energy_ha="0.019 / -0.132" charge=0 gap_ev="6.45 / 6.07" spin_multiplicity=3 e_tot_ha=-1888.00149
C -3.230 1.457 0.031 -1.4 -0.8 0.1 0.056
C -2.312 2.295 -0.515 2.6 2.0 0.2 -0.001
C -2.936 0.073 0.238 -1.1 1.3 0.6 -0.004
C -0.969 1.857 -0.649 -2.4 -2.5 1.1 0.067
C -1.665 -0.399 0.089 0.3 -0.9 -1.0 0.049
C -0.678 0.527 -0.301 1.1 0.2 -0.8 0.052
C 1.592 -2.585 0.071 1.4 1.0 1.2 0.055
C 2.861 1.499 0.686 0.9 -1.6 -1.9 0.037
N 1.079 -3.780 -0.108 -1.3 0.6 0.4 0.027
N 0.639 -1.566 0.050 0.2 -3.3 -0.1 0.551
O 2.778 -2.459 0.259 0.9 0.8 0.1 0.078
O 1.780 0.775 0.843 0.4 1.7 3.0 0.350
S 0.986 -0.183 -0.472 -2.9 2.0 -3.2 0.600
Cl 2.658 2.834 -0.501 0.1 0.1 0.5 0.008
Cl 4.240 0.408 0.048 -0.1 0.4 -0.1 0.049
H -4.223 1.879 0.229 0.3 -0.6 0.0 0.003
H -2.396 3.431 -0.672 -0.6 -2.0 0.1 -0.001
H -3.738 -0.562 0.623 0.3 0.1 -0.3 -0.001
H -0.284 2.520 -1.014 2.0 1.4 -0.8 0.004
H -1.399 -1.496 0.029 -0.7 1.6 0.7 0.004
H 3.255 1.707 1.633 0.5 1.5 1.2 0.016
H 0.186 -3.781 -0.498 -1.3 -1.0 -0.7 0.000
H 1.776 -4.448 -0.100 0.9 -2.1 -0.3 0.001


[6]
24
Properties=species:S:1:pos:R:3:forces:R:3:mulliken_charge:R:1 method="wB97M-V/def2-TZVPD" lumo_energy_ha=0.019 e_above_lowest_ev=0.000 charge=0 gap_ev=9.92 e_tot_ha=-1014.19606
N -1.537 1.719 -0.015 0.2 -0.5 -0.6 -0.605
C -0.275 1.103 0.436 -2.7 -1.7 -0.1 0.163
C -0.490 0.092 1.628 -1.0 1.4 1.6 -1.150
C 0.339 -1.137 1.418 -0.5 0.3 -2.3 0.623
C -0.524 -2.217 1.962 1.1 0.3 1.5 0.213
O -0.609 -2.328 3.169 -0.3 -0.6 -0.7 -0.575
O -1.197 -2.949 1.092 -0.4 -1.4 0.6 -0.418
C 0.492 -1.029 -0.096 0.7 -0.7 -1.4 -0.633
C 0.157 0.155 -0.671 1.5 -0.9 1.0 -0.286
C 0.456 0.545 -2.138 -1.5 -0.9 0.9 0.670
F -0.520 1.312 -2.733 -0.5 -1.4 0.1 -0.279
F 0.765 -0.616 -2.829 -0.9 1.2 0.1 -0.290
C 1.601 1.448 -2.334 4.6 1.3 0.5 0.612
F 1.613 2.576 -1.566 -0.9 -0.8 -0.7 -0.253
F 2.732 0.801 -2.008 0.4 -0.7 1.1 -0.288
F 1.866 1.779 -3.591 -1.4 0.6 -0.6 -0.257
H -1.874 2.437 0.586 -0.4 0.3 0.4 0.214
H -2.288 1.053 -0.336 1.4 1.0 0.8 0.240
H 0.460 1.806 0.772 0.3 0.8 -0.4 0.419
H -1.538 -0.322 1.607 0.7 1.2 0.0 0.281
H -0.296 0.533 2.651 -0.5 -0.3 -1.1 0.308
H 1.278 -1.201 1.932 0.6 0.2 0.2 0.471
H -1.545 -3.667 1.683 -0.2 0.5 -0.9 0.360
H 0.935 -1.894 -0.618 -0.4 0.6 -0.1 0.461


[7]
23
Properties=species:S:1:pos:R:3:forces:R:3:mulliken_charge:R:1 method="wB97M-V/def2-TZVPD" lumo_energy_ha=-0.199 charge=+1 gap_ev=8.73 e_tot_ha=-1142.49074
C 2.972 -0.705 2.014 0.0 -0.1 -0.1 -0.044
C 2.250 -0.039 1.334 -0.3 0.3 0.6 -0.328
N 1.219 0.712 0.842 0.4 -0.2 -0.4 0.244
C 1.069 2.002 0.967 -0.4 0.0 -0.2 0.018
S -0.392 2.602 0.323 0.0 0.2 0.4 -0.053
C -1.074 0.888 0.427 0.5 -0.1 0.0 -0.062
C -2.405 0.635 -0.260 -0.2 0.3 -0.6 -0.605
O -3.005 -0.529 0.266 0.1 0.1 0.5 -0.253
N -2.364 -1.696 -0.280 0.4 -0.1 -0.1 0.303
O -2.454 -2.588 0.445 -0.3 -0.1 -0.2 -0.309
C 0.150 0.071 0.037 -0.5 -1.1 -0.3 -0.866
C 0.516 -0.053 -1.455 0.0 0.3 0.1 -0.274
C 1.210 -1.372 -1.690 0.3 0.1 -0.1 0.326
O 2.366 -1.574 -1.584 0.0 -0.1 0.0 -0.419
F 0.348 -2.344 -2.008 -0.1 0.0 0.0 -0.217
H 3.602 -1.314 2.622 0.1 0.0 -0.1 0.425
H 1.796 2.612 1.486 0.1 0.0 -0.2 0.461
H -1.209 0.707 1.496 -0.2 0.2 0.0 0.520
H -3.080 1.462 -0.043 -0.1 -0.1 0.1 0.419
H -2.326 0.571 -1.347 0.1 0.0 0.0 0.358
H 0.034 -0.953 0.391 0.0 0.1 0.4 0.675
H -0.388 -0.021 -2.056 0.0 0.1 0.0 0.350
H 1.198 0.737 -1.762 -0.1 0.1 -0.1 0.333


[8]
23
Properties=species:S:1:pos:R:3:forces:R:3:lowdin_spin:R:1 method="wB97M-V/def2-TZVPD" lumo_energy_ha="-0.011 / -0.109" e_above_lowest_ev=0.000 charge=0 gap_ev="8.14 / 7.44" spin_multiplicity=3 e_tot_ha=-1163.09423
C 3.482 -0.012 -0.609 2.5 -2.4 2.2 0.009
C 2.748 0.734 -1.463 2.0 1.7 -2.4 0.000
C 2.910 -0.439 0.597 0.3 -0.4 -0.1 0.001
C 1.469 1.101 -1.183 -0.8 0.3 -0.7 0.010
C 1.578 -0.173 0.830 -0.3 -0.3 2.2 0.007
C 0.881 0.601 -0.038 -1.3 1.8 -1.3 0.006
C -3.824 -0.490 1.000 0.6 1.8 3.7 0.795
C -1.738 -0.237 -0.503 1.4 1.9 -1.1 0.559
N -1.442 -1.512 -0.022 1.5 -0.7 0.0 0.094
O -0.757 -1.568 1.021 -1.3 0.3 -0.8 0.113
O -1.737 -2.473 -0.698 -0.7 -0.4 -0.3 0.111
O -1.175 2.274 -0.602 0.6 0.1 -0.2 -0.002
O -1.116 1.235 1.648 0.4 0.0 0.0 -0.002
F -2.167 -0.054 -1.757 0.3 -0.9 2.0 0.135
S -0.794 1.198 0.258 -1.0 -1.5 -0.1 0.026
H 4.570 -0.395 -0.730 -1.9 1.2 -0.4 0.000
H 3.302 1.230 -2.310 -1.0 -0.8 0.6 0.000
H 3.524 -0.958 1.348 -0.5 0.1 -0.5 0.000
H 0.962 1.742 -1.899 -0.2 0.0 0.4 0.000
H 1.020 -0.451 1.726 0.7 -0.1 -0.1 0.001
H -3.911 0.616 1.115 0.0 -1.0 -0.5 0.044
H -3.352 -0.953 1.915 -0.6 0.3 -1.4 0.037
H -4.433 -1.017 0.355 -1.0 -1.0 -1.2 0.056


[9]
19
Properties=species:S:1:pos:R:3:forces:R:3:mulliken_charge:R:1 method="wB97M-V/def2-TZVPD" lumo_energy_ha=0.132 e_above_lowest_ev=2.851 charge=-1 gap_ev=8.04 e_tot_ha=-559.93995
C 3.086 -1.775 0.930 0.1 0.2 0.1 0.162
C 2.281 -0.912 0.717 1.2 -1.0 0.2 -1.321
C 1.322 0.080 0.447 -3.7 -0.5 0.2 0.500
C 1.846 1.350 -0.311 -0.7 0.8 0.0 0.530
O 2.561 2.101 0.363 0.6 -0.1 0.5 -0.739
O 1.354 1.533 -1.425 0.0 -0.2 -0.9 -0.689
C 0.005 -0.625 -0.244 2.4 1.6 1.1 0.350
F 0.203 -1.889 -0.729 -0.1 0.7 0.2 -0.362
C -1.178 -0.035 -0.315 0.0 0.1 0.2 0.653
C -2.280 -0.814 -0.902 0.2 -1.3 -0.6 -1.277
C -1.504 1.300 0.303 1.6 1.2 -1.6 -1.369
H 3.863 -2.454 1.142 0.2 -0.3 0.0 0.475
H 0.921 0.438 1.448 0.6 -0.2 -1.1 0.216
H -3.146 -0.818 -0.319 -1.8 1.1 1.0 0.408
H -2.557 -0.540 -1.941 0.3 -0.5 0.4 0.221
H -2.053 -1.869 -0.684 0.3 0.0 -1.4 0.337
H -2.109 1.154 1.136 -1.8 -0.4 1.4 0.423
H -2.016 2.062 -0.411 1.1 -1.3 1.1 0.219
H -0.599 1.714 0.796 -0.4 0.3 -0.9 0.262


[10]
20
Properties=species:S:1:pos:R:3:forces:R:3:mulliken_charge:R:1 method="wB97M-V/def2-TZVPD" lumo_energy_ha=-0.014 e_above_lowest_ev=2.638 charge=0 gap_ev=8.40 e_tot_ha=-892.46531
C -0.939 2.232 0.550 0.2 -3.0 -0.9 -0.790
C -0.340 2.109 1.751 1.4 -1.6 1.0 -0.502
C -0.997 1.164 -0.350 0.3 -0.5 -1.6 -0.504
C 0.299 0.892 2.038 0.3 1.1 1.0 -0.480
C -0.358 -0.069 -0.099 0.3 1.5 -0.7 0.636
C 0.356 -0.128 1.085 -0.1 0.6 1.0 0.945
C -0.312 -1.288 -1.000 -1.9 -0.4 1.7 0.514
C -0.441 -1.216 -2.483 0.5 -0.6 0.7 -1.561
N 1.216 -1.162 1.408 -0.1 -0.5 -0.2 -0.203
N 1.896 -1.431 -1.050 0.8 0.5 -2.1 -0.268
O -0.415 -2.344 -0.369 -0.5 0.5 -1.4 -0.583
S 2.198 -1.912 0.255 1.0 -0.4 2.8 0.174
H -1.463 3.082 0.500 -1.9 3.1 -1.4 0.456
H -0.320 3.006 2.347 0.1 -0.3 0.7 0.375
H -1.398 1.278 -1.389 -0.1 0.1 1.2 0.168
H 0.831 0.750 3.018 -0.4 0.2 -1.1 0.161
H -1.103 -0.475 -2.853 -1.0 0.3 -0.3 0.372
H -0.497 -2.218 -2.837 -1.5 -0.9 -0.3 0.409
H 0.491 -1.061 -2.926 1.8 1.3 -0.3 0.447
H 1.295 -1.207 2.405 0.9 -0.8 0.3 0.235


[11]
20
Properties=species:S:1:pos:R:3:forces:R:3:mulliken_charge:R:1 method="wB97M-V/def2-TZVPD" lumo_energy_ha="-0.340 / -0.433" e_above_lowest_ev=1.098 charge=+2 gap_ev="8.62 / 4.38" e_tot_ha=-891.73657
C 0.744 -0.464 -2.937 0.0 -1.2 0.8 -0.496
C -0.082 0.576 -2.496 0.7 0.1 -2.1 -0.383
C 1.068 -1.482 -2.017 0.0 -0.6 -1.1 -0.212
C -0.452 0.588 -1.175 1.1 -1.6 0.8 0.625
C -0.048 -0.412 -0.265 -0.3 0.6 -2.2 0.259
C -1.018 1.134 0.704 -2.6 3.2 2.9 0.410
C 0.805 -2.606 0.054 1.1 -5.8 0.6 -0.156
C -0.706 2.158 3.593 -0.5 -3.2 -2.3 -0.718
N -1.104 1.551 -0.477 -0.7 1.1 0.7 -0.417
N 0.560 -1.582 -0.731 -0.3 3.0 1.2 0.016
O -0.424 0.002 0.988 0.7 -2.1 0.0 -0.269
S -1.965 2.181 2.290 1.8 -2.1 -2.6 0.401
H 1.094 -0.575 -3.990 -0.2 0.3 1.1 0.418
H -0.327 1.382 -3.195 -0.2 -0.2 0.4 0.470
H 1.691 -2.368 -2.203 -0.3 0.6 -0.5 0.387
H 0.532 -2.857 1.085 -0.4 1.6 -0.2 0.312
H 1.163 -3.660 -0.355 -0.4 2.8 0.0 0.248
H -0.136 1.162 3.555 -1.1 1.3 0.6 0.339
H -1.340 2.409 4.390 0.0 0.4 1.8 0.381
H -0.056 2.862 3.181 1.4 1.8 0.1 0.383


[12]
19
Properties=species:S:1:pos:R:3:forces:R:3:mulliken_charge:R:1 method="wB97M-V/def2-TZVPD" lumo_energy_ha=0.024 e_above_lowest_ev=0.992 charge=0 gap_ev=8.91 e_tot_ha=-817.34350
C 0.039 -2.879 -2.733 -0.2 1.9 -0.7 -1.391
C 0.072 -1.874 -1.555 2.4 -2.8 0.0 0.803
C 0.709 -2.357 -0.370 -0.7 0.5 -0.2 -0.545
C 0.689 -1.645 0.811 -1.2 1.2 0.1 -0.445
C 0.211 -0.288 0.858 -0.2 -2.4 -2.7 -0.247
N 0.207 0.554 1.945 0.0 0.9 -1.2 -0.668
C -0.105 1.731 1.499 -0.3 0.7 0.8 0.489
N -0.097 2.899 2.323 3.1 -0.1 -0.5 -0.593
S -0.596 1.927 -0.195 0.4 -1.1 0.5 -0.203
C -0.241 0.194 -0.431 0.4 0.8 1.7 0.698
C -0.318 -0.589 -1.596 -0.9 1.7 -0.7 -0.552
H 0.950 -3.448 -2.859 0.2 -0.3 0.5 0.356
H -0.095 -2.422 -3.744 0.0 0.2 0.9 0.340
H -0.821 -3.504 -2.607 -0.3 -0.7 0.1 0.308
H 1.216 -3.314 -0.374 -0.4 -0.2 0.0 0.338
H 0.801 -2.181 1.729 0.9 0.0 0.5 0.369
H 0.374 3.640 1.706 -1.1 -1.0 1.4 0.329
H 0.652 2.677 3.083 -1.9 0.6 -1.5 0.329
H -0.643 -0.209 -2.587 0.0 0.1 1.0 0.286